No. 1
The following is a quantum chemistry calculation of C15H25NO2S in the gas phase, from OMol25.

Atoms and positions in Å:
C (-1.846, -0.656, 1.766)
N (-2.119, -0.773, 0.355)
C (-1.026, -0.434, -0.517)
H (-1.294, -0.764, -1.526)
C (-0.617, 1.062, -0.629)
O (-0.252, 1.384, -1.951)
H (0.606, 0.971, -2.112)
C (0.539, 1.412, 0.316)
O (1.652, 0.636, -0.076)
C (2.802, 0.890, 0.688)
C (3.914, 0.022, 0.202)
C (3.836, -1.103, -0.554)
C (5.102, -1.678, -0.817)
C (6.118, -0.981, -0.255)
S (5.555, 0.400, 0.607)
H (7.170, -1.184, -0.286)
H (5.241, -2.571, -1.399)
H (2.905, -1.502, -0.912)
H (2.600, 0.684, 1.756)
H (3.090, 1.952, 0.610)
H (0.274, 1.203, 1.361)
H (0.779, 2.483, 0.224)
H (-1.475, 1.700, -0.399)
H (-0.150, -1.008, -0.200)
C (-3.454, -0.386, -0.084)
C (-4.411, -1.576, 0.084)
C (-5.772, -1.263, -0.529)
C (-6.375, -0.020, 0.117)
C (-5.423, 1.165, -0.022)
C (-4.068, 0.842, 0.603)
H (-4.205, 0.641, 1.667)
H (-3.406, 1.705, 0.505)
H (-5.852, 2.044, 0.464)
H (-5.288, 1.400, -1.080)
H (-7.333, 0.217, -0.350)
H (-6.558, -0.214, 1.176)
H (-6.443, -2.114, -0.397)
H (-5.655, -1.093, -1.602)
H (-4.533, -1.799, 1.145)
H (-3.971, -2.453, -0.393)
H (-3.381, -0.168, -1.155)
H (-0.904, -1.161, 1.980)
H (-1.776, 0.380, 2.129)
H (-2.633, -1.162, 2.324)

Calculated total energy (eV): -32380.219
SMILES string: CN(C[C@H](O)COCc1cccs1)C1CCCCC1
Relative energy (zero: lowest compared OMol25 entry of this formula, charge and spin) (eV): 1.959


No. 2
The following is a quantum chemistry calculation of a molecular structure, C15H25NO5SScTe, from OMol25.

Atoms and positions in Å:
Sc (0.756, -0.197, -0.476)
C (-0.321, -3.170, -0.459)
C (-1.587, -2.451, -0.878)
O (-1.175, -1.187, -1.401)
C (-2.203, -0.190, -1.434)
C (-2.471, 0.301, -0.027)
O (-1.186, 0.420, 0.584)
C (-1.239, 0.757, 1.973)
C (0.195, 0.831, 2.465)
O (1.000, -0.188, 1.871)
C (1.070, -1.466, 2.497)
C (0.143, -2.442, 1.801)
O (0.438, -2.323, 0.408)
H (0.307, -3.358, -1.328)
H (-0.552, -4.119, 0.025)
H (-2.246, -2.311, -0.017)
H (-2.124, -3.012, -1.645)
H (-3.104, -0.575, -1.913)
H (-1.801, 0.626, -2.037)
H (-3.076, -0.399, 0.556)
H (-2.972, 1.270, -0.051)
H (-1.811, -0.015, 2.500)
H (-1.732, 1.722, 2.105)
H (0.232, 0.772, 3.554)
H (0.640, 1.766, 2.135)
H (0.838, -1.394, 3.560)
H (2.098, -1.805, 2.374)
H (-0.907, -2.198, 1.994)
H (0.337, -3.463, 2.135)
N (4.825, -0.976, -1.165)
C (3.515, -0.800, -1.284)
O (2.776, -0.846, -0.274)
C (2.914, -0.506, -2.633)
C (1.399, -0.643, -2.536)
H (5.229, -1.105, -0.251)
H (5.431, -0.932, -1.966)
H (3.403, -1.121, -3.395)
H (3.200, 0.528, -2.861)
H (1.103, -1.670, -2.784)
H (0.904, 0.006, -3.262)
Te (1.541, 2.531, -0.690)
C (-0.344, 3.375, -0.253)
C (-0.743, 4.036, 0.873)
C (-2.083, 4.514, 0.808)
C (-2.684, 4.228, -0.379)
S (-1.615, 3.373, -1.416)
H (-0.083, 4.212, 1.712)
H (-2.562, 5.081, 1.594)
H (-3.671, 4.517, -0.706)

Calculated total energy (eV): -66513.220
Relative energy (zero: lowest compared OMol25 entry of this formula, charge and spin) (eV): 0.086
Total charge: +1


No. 3
The following is a quantum chemistry calculation of a gas-phase ion, C15H26BO3 (charge -1) at a distorted geometry, from OMol25.

Atoms and positions in Å:
C (4.519, -2.979, 1.316)
C (4.237, -2.187, -0.011)
O (5.054, -0.996, -0.135)
C (4.696, -0.404, -1.393)
C (4.163, 1.094, -1.313)
O (4.041, 1.640, -0.012)
C (2.934, 1.113, 0.724)
C (1.510, 1.388, 0.107)
O (0.605, 1.983, 1.030)
C (-0.451, 2.694, 0.322)
B (-1.652, 1.746, -0.272)
C (-2.886, 1.492, 0.831)
C (-3.889, 0.506, 0.135)
C (-4.610, 0.935, -1.080)
C (-5.547, 0.034, -1.772)
C (-5.750, -1.329, -1.264)
C (-5.042, -1.760, -0.051)
C (-4.134, -0.852, 0.636)
C (-3.413, -1.372, 1.923)
H (5.609, -2.884, 1.545)
H (4.273, -4.061, 1.116)
H (3.857, -2.557, 2.116)
H (3.155, -1.856, -0.058)
H (4.370, -2.880, -0.891)
H (5.634, -0.405, -2.027)
H (3.952, -1.016, -1.973)
H (3.236, 1.157, -1.943)
H (4.929, 1.730, -1.845)
H (2.948, 1.632, 1.727)
H (3.012, 0.017, 0.962)
H (1.064, 0.375, -0.147)
H (1.577, 1.940, -0.868)
H (-0.912, 3.427, 1.040)
H (-0.018, 3.308, -0.530)
H (-1.251, 0.640, -0.558)
H (-2.178, 2.249, -1.244)
H (-2.417, 0.975, 1.720)
H (-3.397, 2.443, 1.135)
H (-4.449, 1.965, -1.480)
H (-6.060, 0.388, -2.693)
H (-6.426, -2.058, -1.779)
H (-5.200, -2.803, 0.321)
H (-3.598, -0.630, 2.745)
H (-2.318, -1.452, 1.684)
H (-3.778, -2.392, 2.205)

Calculated total energy (eV): -22792.983
Total charge: -1


No. 4
The following is a quantum chemistry calculation of a molecular structure, C15H26Br12FN2O3Si at a distorted geometry, from OMol25.

Atoms and positions in Å:
C (-0.560, -4.288, -0.249)
C (-2.044, -4.089, -0.425)
F (-2.757, -4.800, 0.507)
N (-2.441, -2.684, -0.296)
C (-3.239, -1.981, -1.160)
C (-3.324, -0.682, -0.673)
C (-4.049, 0.479, -1.257)
O (-4.955, 0.934, -0.273)
O (-5.516, 2.123, -0.867)
N (-2.582, -0.657, 0.489)
C (-2.321, 0.510, 1.323)
C (-0.809, 0.865, 1.300)
O (-0.179, 0.201, 0.223)
Si (0.982, 1.092, -0.618)
C (0.394, 2.814, -1.016)
C (1.245, 0.153, -2.217)
C (2.622, 1.133, 0.258)
C (-2.068, -1.866, 0.699)
H (-0.015, -3.546, -0.834)
H (-0.270, -4.183, 0.796)
H (-0.287, -5.281, -0.599)
H (-2.352, -4.383, -1.431)
H (-3.676, -2.404, -2.048)
H (-4.586, 0.132, -2.144)
H (-3.377, 1.283, -1.570)
H (-6.162, 2.365, -0.191)
H (-2.917, 1.330, 0.932)
H (-2.667, 0.339, 2.341)
H (-0.681, 1.948, 1.273)
H (-0.371, 0.517, 2.242)
H (0.321, 3.444, -0.125)
H (-0.563, 2.841, -1.539)
H (1.165, 3.258, -1.652)
H (2.297, -0.077, -2.385)
H (0.868, 0.734, -3.061)
H (0.673, -0.779, -2.212)
H (3.316, 1.750, -0.315)
H (3.017, 0.112, 0.237)
H (2.579, 1.440, 1.303)
H (-1.434, -2.156, 1.521)
C (-2.680, -7.432, -2.843)
Br (-1.221, -6.390, -3.549)
Br (-2.135, -8.472, -1.328)
Br (-4.182, -6.304, -2.415)
H (-2.999, -8.112, -3.619)
C (1.552, 6.338, 0.676)
Br (1.920, 8.146, 1.191)
Br (2.964, 5.154, 1.232)
Br (-0.182, 5.776, 1.315)
H (1.514, 6.311, -0.404)
C (3.482, -1.602, 3.386)
Br (1.679, -1.529, 2.696)
Br (4.704, -2.231, 2.048)
Br (4.005, 0.098, 4.100)
H (3.483, -2.315, 4.196)
C (7.086, 4.884, 1.429)
Br (6.537, 5.855, 2.992)
Br (5.933, 3.372, 1.107)
Br (7.191, 6.019, -0.116)
H (8.075, 4.495, 1.618)

Calculated total energy (eV): -876196.642
Total charge: +1


No. 5
The following is a quantum chemistry calculation of a molecular structure, C15H26CrOP2 at a distorted geometry, from OMol25.

Atoms and positions in Å:
Cr (0.503, -0.150, -0.410)
H (-1.840, -1.624, -2.060)
H (-2.740, -0.789, 1.552)
P (-0.443, -2.166, -1.482)
P (0.042, 1.691, -1.645)
C (1.435, 2.760, -1.192)
H (1.204, 3.789, -1.485)
H (1.588, 2.699, -0.109)
H (2.337, 2.407, -1.701)
C (-0.194, 1.892, -3.427)
H (-1.161, 1.466, -3.717)
H (-0.154, 2.953, -3.691)
H (0.601, 1.347, -3.944)
C (-1.403, 2.495, -0.909)
H (-1.448, 2.269, 0.157)
H (-1.341, 3.575, -1.056)
H (-2.316, 2.112, -1.371)
C (-0.313, -2.651, -3.273)
H (-0.328, -3.739, -3.432)
H (-1.183, -2.227, -3.793)
H (0.582, -2.211, -3.729)
C (1.111, -3.213, -0.936)
H (1.223, -3.216, 0.156)
H (1.006, -4.258, -1.270)
H (2.038, -2.807, -1.359)
C (-1.641, -3.419, -0.798)
H (-2.639, -3.141, -1.154)
H (-1.439, -4.451, -1.123)
H (-1.655, -3.352, 0.295)
C (2.299, -0.296, 0.062)
O (3.468, -0.391, 0.209)
H (0.713, -0.201, -1.956)
C (-1.767, -0.497, 1.047)
C (-0.683, 0.075, 1.488)
C (-0.101, 0.657, 2.718)
C (-0.930, 1.443, 3.533)
C (-0.508, 1.906, 4.768)
C (0.756, 1.595, 5.257)
C (1.614, 0.841, 4.445)
C (1.211, 0.386, 3.180)
H (-1.931, 1.636, 3.166)
H (-1.179, 2.505, 5.358)
H (1.078, 1.922, 6.242)
H (2.622, 0.596, 4.808)
H (1.906, -0.219, 2.579)

Calculated total energy (eV): -65009.290
Total charge: +1
2S+1: 4


No. 6
The following is a quantum chemistry calculation of a molecular structure, C15H26N2O4S at a distorted geometry, from OMol25.

Atoms and positions in Å:
C (-0.908, 2.946, -1.440)
H (-0.677, 3.733, -0.841)
H (-1.896, 2.579, -1.207)
H (-0.640, 2.976, -2.535)
O (-0.214, 1.606, -1.094)
C (1.137, 1.996, -0.974)
O (1.661, 3.111, -1.281)
C (1.922, 0.606, -0.321)
N (1.383, 0.479, 0.997)
C (1.814, -0.300, 1.965)
O (3.072, -0.800, 1.878)
C (1.197, -0.374, 3.207)
N (-0.325, -1.192, 2.904)
C (-1.238, -0.392, 2.536)
O (-1.215, 0.645, 2.147)
C (-2.563, -1.161, 2.185)
C (-3.567, -0.634, 1.109)
C (-2.785, -0.600, -0.247)
C (-2.328, -2.188, -0.473)
C (-1.513, -2.646, 0.491)
C (-2.171, -2.800, 1.750)
H (-1.578, -3.065, 2.565)
H (-3.111, -3.188, 1.795)
H (-1.308, -3.616, 0.197)
H (-0.328, -2.423, 0.573)
H (-1.894, -2.160, -1.492)
H (-3.462, -2.727, -0.814)
H (-1.695, -0.084, -0.056)
H (-3.428, -0.110, -1.008)
H (-3.659, 0.447, 1.467)
H (-4.259, -1.177, 1.183)
H (-3.017, -1.407, 3.116)
H (-0.208, -2.029, 3.203)
H (0.721, 0.628, 3.501)
H (1.564, -0.876, 3.952)
H (0.518, 1.008, 1.412)
C (1.654, -0.720, -1.147)
C (2.070, -0.215, -2.464)
H (3.231, -0.081, -2.495)
H (2.236, -1.263, -3.033)
S (1.135, 0.837, -3.547)
C (-0.288, 0.202, -3.786)
H (-0.882, 0.067, -2.949)
H (-0.932, 0.439, -4.695)
H (-0.029, -1.132, -4.098)
H (1.951, -1.486, -0.540)
H (0.375, -0.765, -1.162)
H (2.734, 0.820, -0.182)

Calculated total energy (eV): -37968.074
Relative energy (zero: lowest compared OMol25 entry of this formula, charge and spin) (eV): 16.433


No. 7
The following is a quantum chemistry calculation of C15H26N6O2 in the gas phase at a distorted geometry, from OMol25.

Atoms and positions in Å:
C (1.750, 2.477, 3.034)
H (2.023, 3.299, 3.693)
H (1.308, 2.896, 2.133)
H (0.994, 1.880, 3.537)
C (2.987, 1.650, 2.690)
C (3.568, 1.004, 3.947)
H (3.897, 1.772, 4.643)
H (2.825, 0.392, 4.453)
H (4.424, 0.380, 3.698)
C (2.728, 0.626, 1.574)
H (2.194, 1.121, 0.762)
C (1.938, -0.633, 1.957)
N (0.585, -0.376, 2.374)
C (-0.394, -0.035, 1.522)
N (-0.147, -0.120, 0.221)
C (-1.104, 0.246, -0.632)
N (-0.898, -0.060, -1.923)
C (0.423, -0.504, -2.310)
H (0.590, -0.232, -3.353)
C (0.630, -2.006, -2.098)
H (1.701, -2.213, -2.101)
C (-0.043, -2.867, -3.162)
H (0.447, -2.702, -4.125)
H (0.100, -3.918, -2.899)
C (-1.537, -2.591, -3.314)
C (-1.829, -1.218, -3.925)
H (-1.058, -0.975, -4.658)
H (-2.778, -1.253, -4.464)
C (-1.969, -0.100, -2.892)
H (-2.049, 0.867, -3.408)
H (-2.905, -0.259, -2.347)
H (-1.961, -3.362, -3.961)
H (-2.027, -2.673, -2.342)
H (0.243, -2.260, -1.110)
H (1.137, 0.037, -1.684)
C (-2.293, 0.874, -0.139)
N (-3.044, 1.765, -0.888)
O (-4.194, 2.052, -0.524)
O (-2.525, 2.298, -1.867)
C (-2.518, 0.739, 1.272)
N (-1.571, 0.283, 2.077)
N (-3.686, 1.087, 1.825)
H (-3.736, 1.130, 2.827)
H (-4.355, 1.570, 1.232)
H (0.369, -0.272, 3.351)
H (1.887, -1.273, 1.071)
H (2.444, -1.176, 2.756)
H (3.691, 0.288, 1.184)
H (3.740, 2.343, 2.294)

Calculated total energy (eV): -29011.678
SMILES string: CC(C)CCNc1nc(N)c([N+](=O)[O-])c(N2CCCCCC2)n1
Relative energy (zero: lowest compared OMol25 entry of this formula, charge and spin) (eV): 0.255


No. 8
The following is a quantum chemistry calculation of a molecular structure, C15H27BrClCs2F6KN2NaO8P2S at a distorted geometry, from OMol25.

Atoms and positions in Å:
C (1.486, 2.424, -0.028)
C (1.317, 0.872, 0.532)
S (0.820, -0.147, -0.977)
C (-1.043, -0.357, -1.067)
C (-1.894, 1.009, -0.837)
C (-2.031, 1.954, -2.167)
N (-1.913, 2.843, -2.990)
C (-3.424, 0.736, -0.341)
C (-3.462, -0.098, 1.042)
N (-3.104, -0.642, 2.082)
P (-4.143, 2.512, -0.003)
O (-5.723, 2.415, 0.638)
Cl (-2.964, 3.435, 1.529)
H (0.428, 2.736, -0.408)
H (2.199, 2.318, -0.977)
H (1.930, 3.147, 0.766)
H (2.362, 0.498, 0.932)
H (0.539, 0.864, 1.368)
H (-1.322, -1.146, -0.234)
H (-1.294, -0.902, -2.094)
H (-1.388, 1.583, 0.029)
H (-4.022, 0.167, -1.134)
H (-5.944, 3.286, 1.070)
C (-0.809, -7.031, 1.453)
O (-1.963, -6.398, 2.007)
C (-2.341, -5.284, 1.372)
O (-1.791, -4.796, 0.397)
O (-3.428, -4.798, 1.993)
C (-3.948, -3.599, 1.420)
H (-0.598, -7.921, 2.047)
H (-0.997, -7.342, 0.422)
H (0.057, -6.367, 1.506)
H (-4.263, -3.773, 0.385)
H (-3.208, -2.796, 1.473)
H (-4.822, -3.298, 1.999)
K (2.771, 4.438, -0.486)
F (-7.665, 0.695, 4.781)
P (-6.409, 0.539, 3.798)
F (-4.852, 0.906, 3.946)
F (-5.952, -0.595, 2.749)
F (-6.345, 2.144, 3.765)
F (-7.453, 0.637, 2.583)
F (-6.174, -0.555, 4.946)
O (-0.147, 1.287, -5.309)
H (-0.880, 1.557, -4.735)
H (-0.385, 0.390, -5.588)
C (-0.271, 0.606, 4.563)
C (0.671, 1.797, 4.429)
O (0.524, 2.696, 5.278)
O (1.499, 1.734, 3.460)
H (-0.948, 0.733, 5.410)
H (-0.871, 0.501, 3.654)
H (0.305, -0.308, 4.715)
Cs (4.938, 1.819, -1.040)
Cs (1.034, -0.056, -3.310)
Br (1.948, -0.430, 2.574)
Na (-1.967, -2.572, -0.475)
C (10.280, 1.256, -4.165)
C (9.221, 1.841, -5.061)
O (8.203, 2.335, -4.602)
C (9.467, 1.795, -6.545)
H (9.970, 1.359, -3.122)
H (10.410, 0.195, -4.388)
H (11.222, 1.790, -4.304)
H (9.561, 0.757, -6.873)
H (10.373, 2.353, -6.789)
H (8.622, 2.252, -7.066)

Calculated total energy (eV): -185455.454
Total charge: +1